No. 1
ORCA calculation (ωB97M-V/def2-TZVPD) on an isolated ion of composition CHN2S2 and charge +1.

Positions of all 6 atoms, in Å:
C 2.680 -0.192 -1.213
N 2.789 0.643 -0.227
N 0.437 0.010 -0.105
S 1.095 -0.810 -1.369
S 1.649 1.055 0.732
H -0.543 -0.039 0.146

Values from the calculation:
**Charge**: +1
**HOMO (spin up / spin down)**: -14.21 / -14.21 eV
**Orbital gap (spin up / spin down)**: 5.984 / 5.988 eV

---

No. 2
ORCA calculation (ωB97M-V/def2-TZVPD) on C38H41AsCoNS6 as an isolated structure.

Positions of all 88 atoms, in Å:
Co -0.210 -0.446 -0.053
C -2.057 2.905 0.097
C -1.728 2.876 -1.382
S 0.002 3.261 -1.732
C 0.344 2.056 -3.037
C 1.687 1.380 -2.835
S 1.812 0.336 -1.349
C 3.278 1.053 -0.515
C 3.211 1.355 0.971
S 2.062 2.679 1.397
C 0.957 1.867 2.570
C -0.463 2.360 2.379
S -1.371 1.514 1.045
H -3.141 2.850 0.218
H -1.734 3.833 0.567
H -2.396 3.565 -1.903
H -1.923 1.867 -1.752
H 0.351 2.533 -4.019
H -0.454 1.310 -3.049
H 2.479 2.124 -2.771
H 1.912 0.748 -3.697
H 3.516 1.964 -1.058
H 4.099 0.354 -0.694
H 4.220 1.658 1.265
H 2.970 0.471 1.556
H 1.268 2.064 3.598
H 1.009 0.791 2.399
H -0.482 3.426 2.155
H -1.035 2.214 3.297
S -1.528 -1.906 0.990
C -3.020 -2.207 0.097
C -4.105 -2.796 0.747
C -5.257 -3.089 0.039
C -5.352 -2.807 -1.320
C -4.276 -2.227 -1.976
C -3.118 -1.938 -1.267
As -1.547 -1.141 -2.029
C -2.215 -0.573 -3.770
C -2.998 0.569 -3.905
C -3.546 0.909 -5.133
C -3.321 0.106 -6.241
C -2.561 -1.044 -6.112
C -2.012 -1.386 -4.884
C -0.448 -2.672 -2.505
C -0.799 -3.950 -2.090
C -0.001 -5.033 -2.437
C 1.151 -4.840 -3.184
C 1.511 -3.561 -3.585
C 0.712 -2.481 -3.247
H -4.045 -3.014 1.804
H -6.095 -3.536 0.556
H -6.258 -3.034 -1.862
H -4.341 -2.005 -3.034
H -3.227 1.196 -3.050
H -4.155 1.798 -5.220
H -3.747 0.372 -7.198
H -2.396 -1.684 -6.967
H -1.429 -2.294 -4.803
H -1.697 -4.107 -1.505
H -0.290 -6.027 -2.125
H 1.765 -5.686 -3.461
H 2.407 -3.407 -4.170
H 0.988 -1.489 -3.589
N 1.272 -1.240 1.001
S 1.210 -2.098 2.354
C 1.514 -3.804 1.952
C 1.625 -4.699 3.009
C 1.871 -6.031 2.734
C 2.003 -6.456 1.417
C 1.871 -5.555 0.375
C 1.615 -4.213 0.635
C 2.711 -1.703 3.216
C 2.593 -0.874 4.322
C 3.743 -0.443 4.969
C 4.987 -0.842 4.506
C 5.094 -1.682 3.403
C 3.954 -2.120 2.752
H 2.156 -1.376 0.521
H 1.527 -4.360 4.032
H 1.961 -6.739 3.546
H 2.201 -7.497 1.206
H 1.958 -5.888 -0.648
H 1.468 -3.512 -0.177
H 1.615 -0.573 4.672
H 3.665 0.198 5.835
H 5.881 -0.507 5.012
H 6.067 -2.000 3.058
H 4.026 -2.790 1.906

Values from the calculation:
**Charge**: +1
**HOMO (spin up / spin down)**: -9.82 / -9.87 eV
**Multiplicity**: 2
**Orbital gap (spin up / spin down)**: 6.851 / 7.847 eV

---

No. 3
ORCA calculation (ωB97M-V/def2-TZVPD) on one molecule with the formula C6H11NO.

Positions of all 19 atoms, in Å:
C -1.051 1.212 0.296
C -0.084 -2.549 -0.854
C -0.260 2.146 1.164
C -0.402 -1.449 0.097
C 0.706 0.260 -1.116
C 1.950 0.697 -1.118
O -1.196 -1.809 1.159
N -0.049 -0.223 -0.114
H -1.204 -1.103 1.812
H -1.333 1.632 -0.665
H -1.895 0.728 0.781
H 0.887 -2.996 -0.644
H -0.847 -3.321 -0.786
H -0.046 -2.141 -1.869
H 2.386 1.097 -2.022
H 2.612 0.642 -0.252
H -0.037 1.703 2.134
H -0.817 3.074 1.323
H 0.681 2.401 0.674

Values from the calculation:
**HOMO (spin up / spin down)**: -6.34 / -6.34 eV
**Orbital gap (spin up / spin down)**: 6.765 / 6.770 eV

---

no.,E (eV)
1,-25691.8142
2,-205032.8890
3,-9933.5562